No. 1
Molecular formula: C23H21F6MnN6O6S3
Method: DFT, wB97M-V/def2-TZVPD

Each line ends with the natural charge from an NBO analysis.
CARTESIAN COORDINATES (ANGSTROEM)
Mn -0.373 -0.344 -0.360  1.56
S 2.020 0.683 0.496  -0.22
S -1.074 -1.124 -3.232  2.20
S 0.620 -2.843 -2.182  2.22
F 1.266 -4.645 -0.465  -0.29
F -0.819 -4.072 -0.398  -0.30
F -2.182 -1.752 -5.468  -0.27
F -0.100 -5.326 -2.014  -0.26
F -3.482 -1.994 -3.751  -0.28
F -3.010 -0.006 -4.474  -0.29
O -1.613 -0.558 -1.949  -1.00
O 1.834 -3.074 -2.871  -0.83
O 0.491 -0.731 6.372  -0.72
O -0.087 -0.322 -3.879  -0.87
O 0.723 -1.774 -1.106  -1.01
O -3.402 3.474 4.302  -0.71
N -1.729 0.655 0.686  -0.56
N 2.332 0.759 -2.222  -0.40
N 3.785 -0.487 -1.236  -0.33
N 0.223 1.655 -1.713  -0.51
N -0.046 -1.032 1.522  -0.53
N -0.690 -2.635 -3.013  -1.15
C -2.773 1.298 0.141  0.06
C 3.151 0.223 -3.220  -0.05
C 4.050 -0.550 -2.600  -0.03
C -0.515 -0.229 2.492  0.25
C 1.330 1.736 -2.444  0.41
C -0.699 2.604 -1.943  0.06
C -3.222 2.382 2.221  0.11
C -4.026 3.342 3.050  -0.11
C -2.566 -1.243 -4.322  0.79
C 0.736 -2.069 1.827  0.09
C 2.728 0.308 -1.001  0.29
C -0.574 3.603 -2.884  -0.22
C 0.625 -1.509 4.150  0.10
C 0.991 -1.781 5.580  -0.10
C 0.205 -4.345 -1.199  0.77
C 1.563 2.707 -3.403  -0.24
C -3.544 2.160 0.883  -0.23
C -2.175 1.659 2.785  -0.23
C 0.585 3.651 -3.641  -0.11
C 1.078 -2.342 3.134  -0.22
C -0.191 -0.431 3.813  -0.22
C -1.474 0.772 2.004  0.27
C 4.534 -1.228 -0.222  -0.41
H 2.080 -1.870 5.649  0.21
H 4.291 -2.287 -0.286  0.22
H 2.504 2.729 -3.933  0.25
H -5.044 2.943 3.137  0.21
H 1.106 -2.663 1.007  0.23
H 4.267 -0.840 0.755  0.24
H -3.897 4.091 4.851  0.50
H 5.598 -1.086 -0.392  0.24
H -4.388 2.649 0.416  0.25
H -0.566 0.216 4.591  0.27
H -2.974 1.098 -0.903  0.25
H 0.683 -0.903 7.301  0.50
H 0.562 -2.749 5.861  0.21
H -1.587 2.574 -1.331  0.19
H 4.845 -1.154 -2.999  0.26
H -1.365 4.327 -3.009  0.25
H 0.734 4.419 -4.388  0.25
H -4.094 4.293 2.510  0.21
H -1.950 1.775 3.835  0.27
H 1.706 -3.197 3.346  0.25
H 2.985 0.410 -4.265  0.26

## Properties
**Orbital gap (spin up / spin down)**: 5.351 / 6.543 eV
**Max |F|**: 1.01 eV Å⁻¹
**E**: -4613.3356 a.u.
**Charge**: +2
**Spin multiplicity**: 5
**Relative energy (zero: lowest compared OMol25 entry of this formula, charge and spin)**: 0.097 eV

No. 2
Molecular formula: C23H21F6N2O4Tc
Method: DFT, wB97M-V/def2-TZVPD

Each line ends with the Löwdin charge.
CARTESIAN COORDINATES (ANGSTROEM)
Tc -0.494 -0.273 -0.217  1.54
F 0.877 -4.145 -1.070  0.21
F -1.378 -1.314 -2.817  0.15
F 0.887 -2.218 -2.039  0.10
F -0.177 -3.887 -2.944  0.22
F -2.634 -1.073 -1.087  0.08
F -3.024 -2.677 -2.510  0.24
O -1.760 1.649 1.409  0.05
O -2.176 3.448 -2.392  0.15
O -0.737 -2.121 0.098  -0.27
O -1.338 1.480 -0.774  -0.11
N 2.268 -0.020 -1.018  0.07
N 1.406 0.253 0.023  -0.10
C -2.570 4.024 -1.265  -0.21
C -1.892 -4.137 -0.515  0.05
C -1.826 2.183 0.175  -0.32
C -3.179 5.275 -1.376  0.03
C 3.527 0.666 0.627  0.07
C 4.654 0.002 -1.644  0.03
C -2.884 4.153 1.176  0.02
C 3.532 0.219 -0.697  -0.23
C -2.062 0.487 3.805  0.02
C 0.123 -3.325 -1.784  -0.57
C -0.787 -1.445 3.037  -0.02
C -2.196 -0.101 5.041  -0.03
C -3.614 5.927 -0.251  0.01
C 2.216 0.685 1.042  -0.26
C -1.633 -1.354 5.277  0.00
C -1.353 -0.180 2.780  -0.21
C -2.418 3.441 0.028  -0.05
C -0.930 -2.025 4.280  -0.03
C -3.468 5.371 1.040  -0.03
C 1.713 1.120 2.371  0.01
C -2.062 -2.035 -1.910  -0.54
C -1.138 -2.914 -1.003  -0.38
C -1.195 0.398 1.488  -0.15
H 2.514 1.627 2.902  0.10
H 0.876 1.812 2.279  0.09
H -2.762 3.709 2.153  0.12
H -2.504 1.454 3.619  0.12
H -0.246 -1.959 2.258  0.10
H 1.393 0.269 2.971  0.09
H 1.925 -0.331 -1.914  0.16
H 5.319 0.864 -1.641  0.11
H -1.742 -1.813 6.251  0.13
H -3.818 5.914 1.906  0.12
H -1.764 2.588 -2.223  0.10
H -4.084 6.896 -0.357  0.13
H -3.294 5.701 -2.363  0.14
H -2.212 -4.756 -1.351  0.12
H -2.740 0.405 5.826  0.12
H -2.765 -3.824 0.054  0.12
H 5.234 -0.866 -1.327  0.11
H -1.240 -4.719 0.132  0.11
H 4.302 -0.169 -2.660  0.10
H 4.386 0.954 1.208  0.14
H -0.499 -2.995 4.480  0.12

## Properties
**Orbital gap (spin up / spin down)**: 6.817 / 6.867 eV
**Max |F|**: 0.66 eV Å⁻¹
**E**: -1978.9860 a.u.
**Charge**: +2
**Relative energy (zero: lowest compared OMol25 entry of this formula, charge and spin)**: 0.000 eV

No. 3
Molecular formula: C23H21N5O3
Method: DFT, wB97M-V/def2-TZVPD

Each line ends with the natural charge from an NBO analysis.
CARTESIAN COORDINATES (ANGSTROEM)
O 0.674 -2.548 1.047  -0.64
O 1.273 1.916 0.406  -0.64
O -2.978 -3.274 1.438  -0.53
N 1.839 -1.271 -2.081  -0.34
N 0.938 -0.306 0.697  -0.47
N -2.145 -0.334 -1.873  -0.50
N -1.650 -2.309 -0.974  -0.30
N -0.439 0.964 -0.732  -0.41
C -3.857 4.031 1.120  -0.22
C -2.433 -1.617 -1.819  0.23
C 3.374 0.091 0.814  0.15
C -1.548 3.772 0.522  -0.23
C -1.721 -3.706 -0.643  -0.26
C 0.622 0.928 0.135  0.81
C 5.761 0.820 -0.457  -0.23
C -3.242 2.567 -0.678  -0.24
C -4.214 3.140 0.122  -0.20
C 0.298 -1.531 0.488  0.68
C -0.843 2.230 -1.331  -0.25
C -2.523 4.344 1.321  -0.21
C 4.756 0.210 -1.179  -0.13
C 3.564 -0.161 -0.550  -0.25
C 2.120 -0.306 1.543  -0.27
C -1.118 -0.179 -1.012  0.37
C -2.077 -3.720 2.430  -0.27
C -1.904 2.887 -0.487  0.04
C 5.580 1.068 0.895  -0.17
C -0.787 -1.393 -0.425  -0.07
C 2.584 -0.777 -1.360  0.30
C 4.399 0.708 1.517  -0.22
C -2.948 -4.003 0.244  -0.06
H -1.034 -3.539 2.154  0.20
H 1.959 0.379 2.381  0.23
H -4.617 4.479 1.744  0.21
H -2.217 -4.789 2.629  0.16
H -0.506 4.004 0.680  0.23
H -2.314 -3.152 3.326  0.19
H -2.976 -5.084 0.444  0.17
H 0.049 2.858 -1.391  0.24
H 4.262 0.913 2.569  0.21
H -1.225 2.001 -2.327  0.23
H -3.512 1.863 -1.452  0.23
H 4.875 0.011 -2.234  0.23
H -3.859 -3.715 -0.290  0.19
H -3.209 -2.070 -2.403  0.20
H -5.254 2.891 -0.032  0.21
H -1.798 -4.297 -1.560  0.21
H -2.241 5.035 2.102  0.21
H 6.361 1.550 1.464  0.22
H 6.679 1.106 -0.947  0.22
H -0.799 -3.966 -0.120  0.25
H 2.215 -1.329 1.926  0.27

## Properties
**Orbital gap**: 8.782 eV
**Max |F|**: 1.54 eV Å⁻¹
**E**: -1388.6133 a.u.
**SMILES**: COCCn1cnc2c1c(=O)n(Cc1ccccc1C#N)c(=O)n2Cc1ccccc1
**Relative energy (zero: lowest compared OMol25 entry of this formula, charge and spin)**: 0.000 eV

No. 4
Molecular formula: C23H21N6OReS
Method: DFT, wB97M-V/def2-TZVPD

Each line ends with the natural charge from an NBO analysis.
CARTESIAN COORDINATES (ANGSTROEM)
Re -0.373 0.121 -0.793  1.46
S -0.497 2.416 -1.354  0.16
O -1.057 0.260 1.174  -0.61
N 2.085 2.649 -0.276  -0.33
N -1.562 -1.925 0.863  -0.37
N -1.085 -1.724 -0.344  -0.37
N 1.678 0.256 -0.172  -0.46
N -0.221 -0.857 -2.635  -0.53
N 1.126 4.485 -1.044  -0.26
C 3.979 -0.012 1.398  -0.06
C -1.222 -2.600 -1.320  0.33
C 2.185 -0.953 0.165  0.07
C -0.463 -2.334 -4.993  -0.07
C -2.769 -2.336 4.828  -0.20
C 3.501 1.229 1.032  -0.22
C -2.090 -0.944 2.973  -0.12
C -1.812 -3.928 -1.091  -0.71
C 0.069 -1.051 -5.004  -0.20
C -2.411 0.205 3.706  -0.17
C -0.749 -2.124 -2.611  0.14
C 0.939 3.168 -0.839  0.23
C -2.272 -2.219 3.542  -0.15
C 0.167 5.391 -1.617  -0.44
C 2.385 1.359 0.190  0.40
C -1.539 -0.835 1.630  0.60
C -3.080 -1.190 5.559  -0.12
C 0.179 -0.358 -3.806  0.09
C -0.871 -2.874 -3.781  -0.17
C 3.329 -1.140 0.904  -0.20
C -2.934 0.074 4.983  -0.19
C 2.993 3.700 -0.195  -0.03
C 2.389 4.818 -0.660  0.01
H -0.761 5.386 -1.043  0.25
H 4.009 3.599 0.120  0.27
H 3.993 2.105 1.419  0.26
H 2.776 5.815 -0.747  0.28
H -1.999 -3.091 2.967  0.23
H 0.599 0.640 -3.784  0.23
H -2.092 -4.022 -0.044  0.29
H -1.106 -4.721 -1.347  0.28
H 4.842 -0.103 2.043  0.28
H 3.686 -2.138 1.110  0.28
H -2.696 -4.087 -1.711  0.28
H -3.457 -1.282 6.565  0.25
H 0.574 6.400 -1.612  0.27
H -2.926 -3.310 5.268  0.25
H 0.381 -0.583 -5.926  0.28
H 1.636 -1.819 -0.190  0.23
H -0.568 -2.897 -5.908  0.28
H -1.302 -3.862 -3.745  0.27
H -2.276 1.181 3.261  0.22
H -0.056 5.113 -2.648  0.25
H -3.252 0.947 5.537  0.24

## Properties
**Orbital gap (spin up / spin down)**: 4.160 / 4.714 eV
**Max |F|**: 3.75 eV Å⁻¹
**E**: -1768.3132 a.u.
**Charge**: +3
**Spin multiplicity**: 2
**Relative energy (zero: lowest compared OMol25 entry of this formula, charge and spin)**: 1.673 eV